DFT (ωB97M-V/def2-TZVPD) results for C4H10BrPS2 in the gas phase.

Results
Gap between HOMO and LUMO = 8.1 eV
E_tot = -105311.6763 eV
E_HOMO = -8.5 eV
Structure (SMILES) = CCSP(Br)SCC
Net charge = 0

Each line ends with the Mulliken charge.
Geometry (Å):
C (0.685, 1.568, -2.931)  -0.954
C (-0.530, -1.884, 1.895)  -1.025
C (0.555, 0.177, -2.255)  -0.435
C (-0.455, -0.901, 3.052)  -0.294
P (-1.033, 0.762, 0.671)  0.259
S (1.120, 0.089, -0.529)  -0.243
S (-0.051, 0.821, 2.528)  -0.127
Br (-1.048, 2.913, 0.282)  -0.210
H (-0.181, 2.213, -3.112)  0.279
H (1.445, 2.092, -2.441)  0.322
H (1.011, 1.280, -3.964)  0.308
H (-1.497, -1.909, 1.374)  0.357
H (0.271, -1.597, 1.022)  0.193
H (-0.169, -2.836, 2.213)  0.344
H (1.286, -0.441, -2.803)  0.303
H (-0.446, -0.393, -2.358)  0.305
H (0.411, -1.132, 3.630)  0.304
H (-1.373, -0.825, 3.724)  0.313

Atomic forces in eV per Å
-1.020 -1.809 -2.044
1.688 1.249 -2.399
-0.870 -0.797 -0.363
-1.186 0.753 0.139
2.544 -0.742 -0.822
-2.381 0.980 0.683
-0.529 0.006 -0.196
-0.005 0.425 -0.134
-0.142 -0.362 0.696
1.179 0.978 0.586
0.006 0.736 0.668
0.207 -0.296 0.448
-1.890 -0.560 2.223
-0.331 -0.958 0.272
-0.306 -0.071 0.394
1.431 1.213 0.063
0.421 -0.306 0.738
1.183 -0.437 -0.953

---

DFT (ωB97M-V/def2-TZVPD) results for 2 unconnected molecules or ions with the total composition C3H6O2.

Results
Gap between HOMO and LUMO = 9.7 eV
E_tot = -7301.3082 eV
E_HOMO = -9.1 eV
Structure (SMILES) = C=CO.C=O
Net charge = 0

Each line ends with the Mulliken charge.
Geometry (Å):
O (-2.583, -0.606, 0.079)  -0.453
C (-2.417, 0.575, -0.066)  -0.020
H (-2.329, 1.010, -1.081)  0.245
H (-2.339, 1.285, 0.777)  0.234
C (2.405, -0.144, -0.001)  -0.724
C (1.141, -0.550, -0.084)  0.103
O (0.126, 0.073, 0.565)  -0.502
H (3.146, -0.619, -0.624)  0.249
H (2.641, 0.760, 0.550)  0.245
H (0.870, -1.322, -0.802)  0.282
H (-0.662, -0.461, 0.687)  0.341

Atomic forces in eV per Å
-0.077 -0.103 0.231
-0.245 0.387 -0.505
-0.037 0.047 0.141
-0.022 -0.149 -0.008
-0.718 0.324 -0.157
0.500 -0.111 -0.546
0.252 0.591 0.402
0.075 0.019 0.067
0.199 -0.259 0.180
-0.153 -0.183 0.362
0.227 -0.563 -0.168

---

DFT (ωB97M-V/def2-TZVPD) results for C21H20BrN3O4S in the gas phase.

Results
Gap between HOMO and LUMO = 5.8 eV
E_tot = -115630.5664 eV
E_HOMO = -6.3 eV
Net charge = 0

Each line ends with the Mulliken charge.
Geometry (Å):
C (-4.423, -0.302, -1.004)  -1.138
C (-3.407, -1.404, -1.060)  -0.359
O (-2.077, -0.760, -1.102)  -0.301
C (-1.173, -1.747, -0.927)  0.292
O (-1.524, -2.934, -0.912)  -0.691
N (0.103, -1.302, -0.765)  0.385
C (1.206, -2.151, -0.914)  0.374
C (1.178, -3.532, -0.995)  -0.563
C (2.392, -4.221, -1.057)  -0.734
C (3.609, -3.487, -0.924)  -0.576
C (3.578, -2.073, -0.859)  0.099
Br (5.226, -1.192, -0.467)  -0.190
C (2.375, -1.377, -0.869)  -0.738
C (1.943, 0.004, -0.761)  1.208
N (2.843, 1.077, -0.857)  0.956
O (3.551, 1.093, -1.916)  -0.554
O (2.999, 1.935, 0.070)  -0.617
C (0.509, 0.083, -0.682)  -0.723
H (-5.425, -0.753, -1.068)  0.423
H (-4.368, 0.233, -0.040)  0.238
H (-4.313, 0.430, -1.824)  0.248
H (-3.445, -2.024, -0.149)  0.350
H (-3.537, -2.053, -1.944)  0.375
H (0.225, -4.084, -0.972)  0.434
H (2.436, -5.310, -1.161)  0.394
H (4.549, -4.041, -0.817)  0.362
H (-0.140, 0.605, -1.637)  -0.499
C (0.818, 2.898, -2.108)  -0.910
S (0.390, 3.068, -0.361)  0.524
C (-1.052, 4.203, -0.458)  -1.026
C (-0.424, 1.371, -0.152)  0.538
C (-0.346, 0.996, 1.308)  0.197
C (-1.397, 0.296, 1.910)  -0.004
C (-1.247, -0.248, 3.192)  -0.654
C (-0.036, -0.058, 3.874)  0.418
C (0.283, -0.773, 5.074)  -0.129
N (0.651, -1.432, 5.979)  -0.526
C (0.877, 0.889, 3.393)  -0.834
C (0.657, 1.493, 2.154)  -0.391
H (1.870, 2.586, -2.110)  0.293
H (0.175, 2.163, -2.609)  0.308
H (0.707, 3.896, -2.553)  0.549
H (-1.191, 4.661, 0.525)  0.361
H (-0.764, 4.999, -1.151)  0.440
H (-2.002, 3.763, -0.782)  0.322
H (-1.495, 1.598, -0.422)  0.703
H (-2.377, 0.283, 1.427)  0.236
H (-2.041, -0.855, 3.646)  0.450
H (1.794, 1.117, 3.956)  0.457
H (1.260, 2.374, 1.884)  0.221

Atomic forces in eV per Å
-0.467 0.435 0.094
-0.039 0.480 0.008
-0.588 -0.915 0.212
-0.393 -1.775 0.143
0.965 1.854 -0.108
-1.585 0.164 0.965
0.486 -0.812 0.399
-0.345 -0.731 0.010
1.417 1.009 0.216
-1.222 -0.138 -0.175
0.550 -0.913 0.489
-0.307 -0.075 -0.201
-0.614 0.242 -0.779
1.768 0.432 1.042
1.085 -0.412 -0.761
-0.683 0.241 1.950
-0.969 -0.480 -1.458
-3.524 3.274 -5.493
0.249 0.229 -0.013
-0.017 -0.112 -0.371
-0.030 -0.374 0.290
-0.044 0.200 -0.521
0.208 0.355 0.457
0.774 0.499 -0.119
-0.126 0.501 0.151
-0.334 0.471 -0.217
2.473 -2.283 -0.967
0.257 0.630 -0.155
-0.755 -1.048 -0.859
0.010 -0.026 0.222
0.537 0.097 5.426
-1.192 2.569 1.436
-0.138 -0.336 0.566
0.026 -0.219 -0.312
-0.114 0.414 -0.295
1.136 -2.126 2.489
-1.193 1.983 -2.417
0.224 0.014 -0.261
0.492 -0.315 0.271
-0.332 0.132 -0.316
0.192 0.257 0.194
0.143 -0.348 0.048
0.109 -0.261 -0.087
0.044 -0.205 0.069
0.412 -0.213 -0.042
1.295 -1.270 -0.630
0.389 -0.482 -0.100
0.388 0.368 -0.260
-0.658 0.007 -0.169
0.039 -0.988 -0.061

---

It is found that the LUMO values, taken in the order of the records, are -0.420, 0.565, -0.509 eV.